{"formula": "C40H81ClFN2O9P2", "method": "the ωB97M-V functional and the def2-TZVPD basis", "elements": ["C", "C", "C", "C", "C", "C", "C", "Cl", "C", "C", "F", "C", "C", "C", "C", "C", "C", "C", "C", "C", "C", "C", "C", "C", "C", "C", "C", "N", "N", "C", "C", "C", "O", "H", "H", "H", "H", "H", "H", "H", "H", "H", "H", "H", "H", "H", "H", "H", "H", "H", "H", "H", "H", "H", "H", "H", "H", "H", "H", "H", "H", "H", "H", "H", "H", "H", "H", "H", "H", "H", "H", "H", "H", "H", "H", "H", "H", "H", "H", "H", "H", "H", "H", "H", "O", "P", "O", "C", "C", "O", "C", "C", "O", "C", "C", "H", "H", "H", "H", "H", "H", "H", "H", "H", "H", "H", "H", "H", "H", "H", "O", "P", "O", "C", "C", "O", "C", "C", "O", "C", "C", "H", "H", "H", "H", "H", "H", "H", "H", "H", "H", "H", "H", "H", "H", "H"], "positions_angstrom": [[2.966872, -2.031504, 3.809185], [2.582921, -3.121777, 3.450227], [1.760831, -4.383717, 3.175104], [2.000546, -4.897540, 1.721944], [1.068186, -4.219266, 0.635037], [1.530699, -2.759265, 0.344738], [0.855935, -1.549889, 1.105371], [-0.419791, -1.940642, 2.326946], [0.219354, -0.822938, -0.158835], [1.492473, -0.879141, -1.124728], [2.373667, -0.058691, -0.453491], [0.914858, -0.205607, -2.450180], [1.911416, 0.796124, -3.131119], [1.074950, 1.705116, -4.143441], [1.332099, 3.240310, -3.943425], [0.677388, 3.837728, -2.646884], [1.679892, 4.092370, -1.454810], [1.481840, 2.974485, -0.350873], [1.056100, 3.534264, 1.042910], [-0.444368, 3.959714, 1.169252], [-1.503009, 2.911978, 0.686510], [-1.954298, 1.889734, 1.802883], [-3.526246, 1.658461, 1.725678], [-3.928132, 0.421651, 0.855984], [-4.005772, 0.747114, -0.702153], [-3.216254, -0.345194, -1.506226], [-3.874913, -0.740388, -2.881381], [1.739931, -2.351323, -1.119872], [3.012217, -2.878847, -1.502007], [3.738219, -1.998565, -2.453724], [2.854499, -4.178906, -2.230674], [1.880605, -4.360850, -3.420573], [3.562846, -5.068405, -1.860402], [3.150540, -0.999101, 4.110347], [2.179373, -5.149782, 3.870792], [0.696372, -4.245827, 3.438757], [1.715074, -5.977929, 1.710609], [3.071912, -4.868488, 1.429086], [0.038899, -4.284602, 1.058786], [1.086984, -4.899799, -0.244364], [2.577430, -2.771840, 0.727188], [1.562385, -0.943067, 1.702985], [-0.565708, -1.548374, -0.477391], [-0.131659, 0.214823, 0.010105], [0.039708, 0.402283, -2.142441], [0.612812, -0.958809, -3.209296], [2.685598, 0.305521, -3.755146], [2.435033, 1.451583, -2.406814], [1.260586, 1.359966, -5.180807], [-0.016738, 1.554985, -3.948769], [2.411129, 3.475611, -4.057618], [0.815691, 3.738718, -4.801085], [0.268723, 4.835496, -2.936960], [-0.187129, 3.227693, -2.291472], [1.646661, 5.119638, -1.042681], [2.702676, 3.956975, -1.884558], [2.490327, 2.511741, -0.202762], [0.835532, 2.165706, -0.747611], [1.657325, 4.464851, 1.197330], [1.395591, 2.827804, 1.833713], [-0.659096, 4.948921, 0.705143], [-0.633579, 4.103696, 2.262350], [-1.225694, 2.359954, -0.238417], [-2.420457, 3.494420, 0.428906], [-1.507162, 0.882156, 1.670604], [-1.760610, 2.261819, 2.830198], [-3.887719, 1.440031, 2.760183], [-4.067623, 2.569105, 1.389345], [-4.964506, 0.112771, 1.141233], [-3.294777, -0.474119, 1.050740], [-3.551180, 1.759368, -0.805311], [-5.047214, 0.772496, -1.080136], [-2.212268, 0.088022, -1.744573], [-3.013005, -1.269991, -0.916329], [-3.379487, -0.154656, -3.692563], [-4.987573, -0.575530, -2.891848], [-3.587598, -1.799770, -3.077666], [0.881085, -2.727587, -1.550178], [3.146976, -1.713639, -3.351041], [4.611695, -2.578366, -2.831529], [4.172391, -1.120351, -1.927592], [1.850103, -3.507979, -4.127534], [0.868301, -4.569515, -2.995473], [2.192892, -5.268814, -3.972923], [-6.954974, 2.850155, -3.524108], [-7.825928, 2.927669, -4.753257], [-9.163797, 3.626836, -4.095826], [-9.113866, 5.013505, -3.761364], [-9.172453, 5.892460, -4.998088], [-8.277077, 1.334499, -4.759215], [-7.415257, 0.334756, -4.223304], [-7.874727, -0.052056, -2.827023], [-8.413207, 3.092335, -6.299910], [-9.448608, 2.283829, -6.874014], [-10.796937, 2.379885, -6.193893], [-8.214079, 5.225288, -3.176003], [-9.977203, 5.217026, -3.126501], [-8.278337, 5.761538, -5.613753], [-9.244902, 6.944947, -4.719395], [-10.030745, 5.632187, -5.618529], [-6.375932, 0.666584, -4.226423], [-7.470402, -0.536946, -4.881161], [-8.037342, 0.818678, -2.191772], [-7.144607, -0.706582, -2.345361], [-8.827306, -0.583755, -2.881303], [-9.118492, 1.248824, -6.958041], [-9.558551, 2.646498, -7.899177], [-10.784315, 1.915055, -5.208374], [-11.551979, 1.865910, -6.792668], [-11.100937, 3.419225, -6.067333], [6.970350, -0.129976, 7.244410], [8.011643, -1.107074, 6.762514], [7.034342, -2.152834, 5.938926], [6.502058, -1.737960, 4.686118], [7.560161, -1.750958, 3.595902], [8.192458, -1.910950, 8.194042], [7.974695, -1.245317, 9.440105], [6.603507, -1.590868, 9.989365], [9.390204, -1.837943, 6.185078], [9.899477, -3.098148, 6.638504], [8.992569, -4.286410, 6.402032], [6.051673, -0.743934, 4.780017], [5.706551, -2.439517, 4.429849], [8.331524, -1.001325, 3.790203], [7.113439, -1.538085, 2.622348], [8.058337, -2.720093, 3.551138], [8.102139, -0.167409, 9.336847], [8.745654, -1.590377, 10.133470], [5.820856, -1.455480, 9.242960], [6.369791, -0.976179, 10.860513], [6.573876, -2.640230, 10.292449], [10.201746, -3.030757, 7.682946], [10.820096, -3.255111, 6.070491], [8.110311, -4.252042, 7.040744], [9.527548, -5.211922, 6.625896], [8.652371, -4.322264, 5.366440]], "forces_ev_per_angstrom": [[-0.34, 0.06, -0.26], [-1.51, -0.02, 0.37], [2.21, 0.26, 0.14], [-1.02, -0.65, -0.27], [0.04, -0.48, 0.50], [1.82, -0.49, 3.06], [-1.20, 0.39, -1.11], [0.29, -0.07, -0.72], [1.65, -1.43, 1.38], [-4.73, 2.87, 0.20], [0.76, -1.53, -1.02], [2.22, 0.32, -0.20], [-0.74, 0.53, -1.06], [0.06, 0.13, 0.92], [-0.98, -0.42, -0.80], [0.54, 1.22, 0.01], [-0.14, -1.54, -0.52], [1.35, 0.75, 0.32], [0.02, 0.48, -0.61], [-0.02, -0.67, 0.52], [-0.45, 0.25, 0.76], [-1.37, 0.23, -0.69], [0.36, -1.11, 0.61], [-1.33, 0.59, -0.54], [0.93, -0.77, 0.89], [0.08, 0.64, -0.82], [0.81, 0.04, 0.25], [-0.65, 0.38, 1.91], [0.13, -0.39, -1.98], [0.88, 0.30, -0.38], [0.33, -1.05, 0.01], [-0.08, 0.08, 0.51], [-0.36, 0.52, -0.23], [0.22, -0.98, -0.20], [-0.41, 0.43, -0.48], [0.61, 0.14, -0.29], [0.20, 0.75, 0.00], [-0.65, 0.22, 0.23], [0.57, 0.39, -0.56], [0.07, 0.69, 0.21], [-0.64, 0.21, -0.48], [-0.22, -0.50, -0.81], [0.15, 0.99, -0.15], [0.16, -0.79, -0.22], [0.47, -0.64, -0.19], [-0.02, 0.28, 0.60], [-0.36, 0.05, 0.64], [-0.44, -0.54, -0.22], [-0.03, 0.40, 0.53], [0.72, 0.01, -0.22], [-0.58, -0.06, 0.34], [0.51, -0.35, 0.51], [0.10, -0.78, 0.16], [0.58, 0.36, -0.39], [-0.28, -0.62, -0.16], [-0.65, 0.31, 0.41], [-0.78, 0.17, 0.00], [0.16, 0.52, 0.38], [-0.29, -0.74, 0.01], [-0.61, 0.33, -0.38], [0.44, -0.71, 0.03], [0.07, 0.07, -0.79], [0.03, 0.43, 0.46], [0.69, -0.40, 0.04], [0.07, 0.64, 0.29], [0.31, -0.12, -0.72], [0.27, 0.24, -0.66], [0.39, -0.54, 0.13], [0.77, 0.16, 0.02], [-0.15, 0.77, -0.05], [-0.39, -0.75, -0.44], [0.53, 0.13, 0.43], [-0.51, -0.41, 0.23], [-0.45, 0.71, -0.16], [-0.75, -0.25, 0.46], [1.22, -0.36, -0.04], [-0.66, 0.61, -0.06], [0.65, -0.04, -0.91], [0.25, -0.03, 0.69], [-0.64, 0.24, 0.44], [-0.60, -0.50, -0.37], [-0.08, -0.36, 0.57], [0.55, 0.25, -0.47], [-0.12, 0.56, 0.46], [2.30, 2.20, -2.57], [-6.38, -4.45, 2.52], [0.74, 0.31, -0.35], [-0.12, 0.35, 0.04], [0.11, -0.04, -0.08], [0.52, 0.33, -0.61], [-0.13, -0.16, 0.46], [-0.13, -0.12, 0.02], [3.03, 1.75, 0.72], [-0.50, -0.62, -0.72], [0.07, 0.02, 0.48], [-0.03, -0.06, 0.03], [0.02, -0.18, 0.00], [-0.02, 0.07, 0.00], [0.02, -0.03, 0.02], [-0.01, 0.03, 0.06], [-0.09, 0.11, 0.08], [-0.12, 0.10, -0.08], [0.20, 0.09, -0.11], [-0.06, -0.04, 0.01], [0.07, -0.03, -0.01], [0.06, 0.06, 0.23], [0.27, 0.25, 0.12], [0.02, 0.03, -0.03], [0.14, 0.02, -0.13], [-0.01, -0.03, -0.08], [2.49, 2.38, -2.24], [-2.72, -6.78, 3.72], [0.34, 0.67, -0.31], [-0.06, -0.10, -0.27], [0.09, 0.11, 0.02], [0.61, 0.48, -0.42], [-0.38, -0.01, 0.28], [-0.06, -0.19, 0.08], [-0.49, 3.38, -1.00], [0.71, -0.69, 0.36], [-0.46, 0.12, 0.09], [-0.01, -0.02, 0.04], [0.02, -0.02, 0.17], [-0.01, -0.01, -0.07], [-0.02, 0.01, 0.03], [-0.06, 0.01, -0.01], [-0.11, -0.06, -0.10], [0.04, -0.10, -0.15], [0.10, 0.19, -0.04], [0.02, -0.02, -0.01], [0.03, 0.05, 0.02], [-0.22, 0.10, 0.00], [-0.10, 0.33, -0.16], [0.03, 0.03, -0.03], [0.14, 0.12, -0.02], [0.08, -0.03, 0.01]], "max_force_ev_per_a": 8.20, "total_charge": 1, "total_energy_ha": -3601.6880, "homo_lumo_gap_ha": 0.320, "multiplicity": 1, "e_lumo_ha": -0.0989, "molar_mass_g_mol": 850.49}